a) DFT (ωB97M-V/def2-TZVPD) results for a structure of composition CH5INP.

- Net charge: 0
- Spin multiplicity: 1
- Highest occupied orbital energy: -0.3369 Eh

Each line ends with the Mulliken charge.
Positions of all 9 atoms, in Å:
C (0.51833, -1.28850, 0.09561)  -0.563
N (-0.21621, 0.17292, 0.52950)  -0.427
P (0.56187, 1.60382, 0.08013)  0.024
I (-2.20731, -0.05853, -0.19640)  0.116
H (-0.08152, -1.87456, -0.70203)  0.236
H (1.55265, -0.98662, -0.35004)  0.296
H (0.37474, -1.79934, 1.08248)  0.245
H (-0.14266, 1.96600, -1.23511)  0.029
H (-0.35989, 2.26480, 0.69588)  0.045

b) DFT (ωB97M-V/def2-TZVPD) results for the molecule CH5INP.

- Net charge: 0
- SMILES string: CP(N)I
- Spin multiplicity: 1
- Highest occupied orbital energy: -0.3286 Eh

Each line ends with the Mulliken charge.
Positions of all 9 atoms, in Å:
C (0.27670, -0.12842, -1.23822)  -1.226
N (-0.80898, 0.69553, 1.04171)  -0.491
P (0.85063, 0.50889, 0.67253)  0.150
I (1.45268, -1.70067, 1.41308)  -0.097
H (-0.41954, -0.89928, -1.32987)  0.386
H (1.17357, -0.32892, -1.61851)  0.415
H (-0.13022, 0.73078, -1.72429)  0.385
H (-1.29595, -0.13147, 0.92125)  0.233
H (-1.09889, 1.25355, 1.86232)  0.244

Which of them is the most stable, and which is the least stable? b) and a), in that order.

a) DFT (ωB97M-V/def2-TZVPD) results for the molecule C4H7BrO.

- Net charge: 0
- SMILES string: CC[C@@H](Br)C=O
- Spin multiplicity: 1
- Highest occupied orbital energy: -0.3715 Eh

Each line ends with the Mulliken charge.
Positions of all 13 atoms, in Å:
C (-1.83613, 1.89268, -0.11585)  -0.049
C (-1.26044, 0.51253, -0.38745)  -0.162
C (0.46135, -1.23235, 0.20820)  -1.085
C (-0.02033, 0.23179, 0.33840)  -0.519
O (-2.90397, 2.29985, 0.27757)  -0.424
Br (-2.76132, -0.72057, -0.00921)  -0.109
H (-1.18915, 0.31876, -1.49093)  0.370
H (-1.12800, 2.75181, -0.16806)  0.347
H (0.65092, -1.71561, -0.74873)  0.317
H (-0.38406, -1.78491, 0.72410)  0.300
H (1.33574, -1.11444, 0.83285)  0.323
H (0.92150, 0.77423, 0.03838)  0.346
H (-0.24356, 0.44805, 1.34727)  0.346

b) DFT (ωB97M-V/def2-TZVPD) results for a cluster of 2 separate species, C4H7BrO in total.

- Net charge: 0
- Spin multiplicity: 1
- Highest occupied orbital energy: -0.3029 Eh

Each line ends with the Mulliken charge.
Positions of all 13 atoms, in Å:
C (0.14801, -1.19911, -0.27849)  -0.056
C (2.98542, -2.07229, -1.46694)  -0.098
C (-0.63064, 1.20160, 0.16551)  -1.337
C (0.38509, 0.09747, 0.37033)  -0.057
O (1.00272, -1.90630, -0.84372)  -0.420
Br (2.89235, -0.54813, -2.50210)  -0.100
H (-0.94385, -1.48271, -0.40564)  0.305
H (2.59750, -2.86742, -2.20359)  0.094
H (-0.61307, 1.52377, -0.79753)  0.422
H (-0.29428, 2.05014, 0.75391)  0.311
H (-1.59035, 0.83991, 0.29251)  0.414
H (0.19522, -0.28163, 1.35460)  0.228
H (1.37233, 0.50363, 0.14550)  0.292

Which of them is the most stable, and which is the least stable? a) and b), in that order.

a) DFT (ωB97M-V/def2-TZVPD) results for a structure of composition CHNO.

- Net charge: 0
- Spin multiplicity: 1
- Highest occupied orbital energy: -0.4161 Eh

Each line ends with the Mulliken charge.
Positions of all 4 atoms, in Å:
N (-0.69669, 1.02764, 0.53660)  -0.370
C (0.15477, 0.38800, 0.03714)  0.340
O (0.83813, -0.54221, -0.49038)  -0.440
H (-0.29621, -0.87343, -0.08336)  0.470

b) DFT (ωB97M-V/def2-TZVPD) results for the molecule CHNO.

- Net charge: 0
- SMILES string: N=C=O
- Spin multiplicity: 1
- Highest occupied orbital energy: -0.4119 Eh

Each line ends with the Mulliken charge.
Positions of all 4 atoms, in Å:
C (0.50471, -0.15381, 0.01808)  0.503
N (-0.66805, 0.05658, 0.01733)  -0.290
O (1.63727, -0.36526, -0.00271)  -0.415
H (-1.47392, 0.46249, -0.03270)  0.202

c) DFT (ωB97M-V/def2-TZVPD) results for a structure of composition CHNO.

- Net charge: 0
- Spin multiplicity: 1
- Highest occupied orbital energy: -0.3830 Eh

Each line ends with the Mulliken charge.
Positions of all 4 atoms, in Å:
C (-0.76803, 0.08310, 0.00450)  0.375
N (-1.65613, 0.94605, -0.00650)  -0.277
O (-1.68880, -0.82146, 0.00291)  -0.354
H (0.32820, -0.19969, -0.02094)  0.256

Which of them is the most stable, and which is the least stable? b) and c), in that order.

a) DFT (ωB97M-V/def2-TZVPD) results for a cluster of 10 separate species, H19O10 in total.

- Net charge: -1
- Spin multiplicity: 1
- Highest occupied orbital energy: -0.2455 Eh

Each line ends with the Mulliken charge.
Positions of all 29 atoms, in Å:
O (6.56272, -15.41734, 6.57352)  -0.579
H (6.99448, -16.22257, 6.22769)  0.115
O (7.32204, -16.32413, 8.93629)  -0.653
H (7.02522, -16.09900, 8.08226)  0.551
H (8.16396, -16.81765, 8.81184)  0.277
O (7.30004, -18.55662, 6.18678)  -0.785
H (6.80361, -18.74464, 5.40583)  0.319
H (7.77498, -19.38773, 6.39541)  0.288
O (4.74596, -18.04205, 7.39726)  -0.681
H (4.67436, -17.09014, 7.50857)  0.440
H (5.57328, -17.97857, 6.96319)  0.359
O (7.86670, -14.78748, 4.06767)  -0.658
H (8.81163, -14.68542, 3.98583)  0.283
H (7.62888, -14.95391, 4.99607)  0.232
O (4.95229, -16.50319, 4.84378)  -0.687
H (5.56832, -16.07291, 5.44307)  0.199
H (4.12585, -16.60400, 5.32619)  0.380
O (5.42284, -13.15395, 6.23176)  -0.715
H (5.73830, -14.14225, 6.30781)  0.373
H (5.64282, -12.92727, 5.35288)  0.302
O (9.76950, -18.06656, 4.91450)  -0.644
H (8.92864, -18.08078, 5.34835)  0.459
H (10.25597, -17.33914, 5.19475)  0.314
O (4.52744, -15.48295, 8.33190)  -0.768
H (4.62277, -16.13544, 9.10719)  0.378
H (5.33754, -15.55703, 7.75306)  0.057
O (8.66279, -14.02298, 7.07428)  -0.692
H (7.76239, -14.39526, 6.86188)  0.243
H (8.45762, -13.54696, 7.83868)  0.294

b) DFT (ωB97M-V/def2-TZVPD) results for a cluster of 10 separate species, H19O10 in total.

- Net charge: -1
- Spin multiplicity: 1
- Highest occupied orbital energy: -0.2238 Eh

Each line ends with the Mulliken charge.
Positions of all 29 atoms, in Å:
O (0.76363, -2.03419, -2.10279)  -0.614
H (0.37692, -2.34785, -1.34641)  0.283
H (0.12190, 2.33775, 1.51456)  0.353
O (0.83766, 1.43810, 0.08495)  -0.823
H (0.01668, 1.41563, 0.33798)  0.205
H (2.23035, 2.12959, -2.10887)  0.301
O (-1.83613, -0.42315, -4.17043)  -0.615
H (1.22014, 0.39516, 0.40595)  0.365
H (-2.09195, 0.20166, -3.56965)  0.291
O (1.01290, -1.00046, 3.11481)  -0.673
H (-2.85100, 2.35341, 0.61045)  0.403
H (1.04834, -1.14008, -2.13697)  0.318
O (-3.38950, 2.03975, -0.26615)  -0.722
H (-0.39793, 2.29278, 2.90260)  0.301
H (1.32685, -0.56216, 2.37771)  0.376
O (0.34615, -3.53663, 1.67537)  -0.678
H (0.43191, -2.85883, 1.13811)  0.180
H (1.31934, -3.85629, 1.42698)  0.389
O (-1.88816, 0.10427, 1.10066)  -0.575
H (-2.24321, 0.41862, 0.24500)  0.270
H (-1.26516, -0.60592, 0.61867)  0.316
O (1.50637, -0.90754, 0.40999)  -0.802
H (2.46179, -0.91961, 0.41866)  0.132
H (-2.57746, 1.75177, -0.77000)  0.307
O (-0.53097, 2.75645, 2.09861)  -0.625
H (-1.02365, -0.71082, -3.87236)  0.326
O (2.96716, 1.61379, -1.91080)  -0.599
H (0.51864, -1.73011, 2.80515)  0.338
H (3.06472, 1.03216, -1.27131)  0.271

Which of them is the most stable, and which is the least stable? a) and b), in that order.

a) DFT (ωB97M-V/def2-TZVPD) results for the molecule C17H25N3O3S.

- Net charge: 0
- SMILES string: COc1ccc(S(=O)(=O)NCCCn2ccnc2)cc1C(C)(C)C
- Spin multiplicity: 1
- Highest occupied orbital energy: -0.3143 Eh

Each line ends with the Mulliken charge.
Positions of all 49 atoms, in Å:
C (-2.41778, -1.06670, 5.49884)  -1.049
H (-2.33927, -2.13828, 5.29202)  0.383
H (-2.18602, -0.88725, 6.54802)  0.262
H (-3.43655, -0.72559, 5.29236)  0.390
O (-1.46447, -0.32536, 4.77393)  -0.440
C (-1.49833, -0.32926, 3.41580)  1.321
C (-2.44043, -1.06905, 2.70173)  -0.885
C (-2.45477, -1.05769, 1.31933)  -1.040
C (-1.52328, -0.29107, 0.65967)  -0.667
C (-0.58367, 0.44961, 1.35135)  -0.078
C (-0.53593, 0.45382, 2.73636)  -0.001
C (0.50573, 1.26909, 3.49142)  2.162
C (1.44606, 2.02480, 2.54662)  -2.260
H (2.00115, 1.34063, 1.90916)  0.395
H (2.16532, 2.58724, 3.13813)  0.470
H (0.90072, 2.73059, 1.92542)  0.416
C (-0.20245, 2.30473, 4.37554)  -1.609
H (-0.82729, 1.82105, 5.11822)  0.302
H (0.53476, 2.91595, 4.89081)  0.448
H (-0.82451, 2.95510, 3.76454)  0.361
C (1.36257, 0.33142, 4.35376)  -1.640
H (0.75846, -0.17570, 5.09785)  0.294
H (2.13190, 0.90367, 4.86680)  0.458
H (1.84774, -0.41546, 3.72854)  0.353
H (0.09824, 1.03735, 0.76186)  0.678
S (-1.48616, -0.29930, -1.11395)  1.377
O (-0.74261, 0.83944, -1.58516)  -0.640
O (-2.79276, -0.51844, -1.65792)  -0.791
N (-0.65990, -1.73903, -1.39118)  -0.304
H (-0.94270, -2.13581, -2.27325)  0.358
C (0.75943, -1.80203, -1.12709)  -0.900
C (1.62898, -0.86375, -1.97263)  -0.175
H (1.37788, 0.16823, -1.72753)  0.209
H (2.67879, -1.03758, -1.72737)  0.443
C (1.41077, -1.06015, -3.47627)  -0.874
N (2.18161, -0.11227, -4.23099)  0.252
C (3.34265, -0.31966, -4.89532)  0.018
N (3.80560, 0.77414, -5.43243)  -0.675
C (2.91567, 1.74687, -5.10171)  -0.509
C (1.90222, 1.22020, -4.35494)  -0.311
H (1.02997, 1.65452, -3.91071)  0.462
H (3.06131, 2.75794, -5.42474)  0.400
H (3.80727, -1.28339, -4.96895)  0.340
H (0.35170, -0.90520, -3.70825)  0.361
H (1.70224, -2.07033, -3.78092)  0.273
H (0.88679, -1.55103, -0.06999)  0.283
H (1.07455, -2.83988, -1.27205)  0.493
H (-3.17967, -1.61901, 0.75370)  0.458
H (-3.17425, -1.66179, 3.22264)  0.427

b) DFT (ωB97M-V/def2-TZVPD) results for the molecule C17H25N3O3S.

- Net charge: 0
- SMILES string: COC(=O)Cc1ccc(NC(=S)NCCCN2CCOCC2)cc1
- Spin multiplicity: 1
- Highest occupied orbital energy: -0.2956 Eh

Each line ends with the Mulliken charge.
Positions of all 49 atoms, in Å:
C (3.10438, -1.57103, 4.90894)  -0.658
H (2.22932, -2.19996, 4.73463)  0.291
H (2.78229, -0.64853, 5.39557)  0.292
H (3.83581, -2.09149, 5.52125)  0.243
O (3.75272, -1.27775, 3.67726)  -0.342
C (3.01564, -0.65548, 2.75323)  0.624
O (1.86047, -0.36099, 2.90926)  -0.514
C (3.83285, -0.37778, 1.50479)  -1.219
C (2.99806, -0.61048, 0.27752)  0.567
C (2.73630, -1.90702, -0.15152)  -0.535
C (1.92885, -2.13942, -1.24466)  -0.841
C (1.34990, -1.07520, -1.93869)  0.493
C (1.64281, 0.22651, -1.53505)  -0.163
C (2.45038, 0.44662, -0.43412)  -0.372
H (2.66645, 1.46090, -0.13285)  0.242
H (1.27451, 1.06562, -2.10407)  0.534
N (0.53796, -1.36356, -3.03350)  -0.159
C (-0.60300, -0.75212, -3.46875)  0.251
N (-1.05564, 0.32585, -2.80354)  -0.055
H (-0.72844, 0.46784, -1.85413)  -0.002
C (-2.39122, 0.83377, -3.00290)  -1.076
H (-2.38953, 1.87172, -2.66595)  0.361
C (-3.44012, 0.02422, -2.22418)  -0.765
C (-2.93978, -0.37744, -0.82999)  -0.986
N (-2.18878, 0.69117, -0.18829)  0.698
C (-3.04852, 1.76120, 0.29401)  -0.705
C (-2.18076, 2.89080, 0.84896)  -0.619
O (-1.35535, 2.44089, 1.89461)  -0.452
C (-0.53536, 1.38512, 1.45010)  -0.439
C (-1.36516, 0.21848, 0.91595)  -0.912
H (-0.69056, -0.56513, 0.56173)  0.481
H (-1.98129, -0.19145, 1.73363)  0.313
H (0.06659, 1.06422, 2.29964)  0.246
H (0.12853, 1.74499, 0.64922)  0.271
H (-2.80341, 3.68488, 1.26497)  0.368
H (-1.56196, 3.30116, 0.03484)  0.264
H (-3.65331, 2.14028, -0.53059)  0.392
H (-3.72324, 1.39975, 1.09001)  0.280
H (-3.79463, -0.70483, -0.21483)  0.467
H (-2.26554, -1.23326, -0.92983)  0.373
H (-3.67174, -0.88845, -2.77452)  0.387
H (-4.35462, 0.61323, -2.15536)  0.447
H (-2.61670, 0.80035, -4.07047)  0.537
S (-1.34601, -1.38189, -4.80737)  -0.408
H (0.72067, -2.23830, -3.50822)  0.270
H (1.73282, -3.15141, -1.56859)  0.393
H (3.16853, -2.74294, 0.37902)  0.441
H (4.15391, 0.66504, 1.55124)  0.302
H (4.71493, -1.01867, 1.52160)  0.393

Which of them is the most stable, and which is the least stable? b) and a), in that order.

a) DFT (ωB97M-V/def2-TZVPD) results for a cluster of 2 separate species, C3H8S in total.

- Net charge: 0
- Spin multiplicity: 1
- Highest occupied orbital energy: -0.3566 Eh

Each line ends with the Mulliken charge.
Positions of all 12 atoms, in Å:
C (-0.71704, 0.55751, -1.18391)  -0.351
C (-1.46872, -0.47924, -0.36494)  -0.330
S (2.04474, -0.09938, 0.18640)  -0.102
C (-1.66649, 0.10823, 1.11808)  -0.899
H (0.26238, 0.64767, -0.59351)  -0.324
H (-0.22739, 0.11704, -2.05536)  0.360
H (-1.31069, 1.43007, -1.56180)  0.298
H (-2.40433, -0.90564, -0.81724)  0.338
H (-0.82131, -1.38074, -0.02542)  0.185
H (-0.65243, 0.29040, 1.60371)  0.214
H (-2.08302, -0.66482, 1.89997)  0.289
H (-2.36561, 0.93700, 1.15177)  0.320

b) DFT (ωB97M-V/def2-TZVPD) results for a cluster of 2 separate species, C3H8S in total.

- Net charge: 0
- SMILES string: C=CC.S
- Spin multiplicity: 1
- Highest occupied orbital energy: -0.3534 Eh

Each line ends with the Mulliken charge.
Positions of all 12 atoms, in Å:
C (-0.52279, -0.73878, -1.45439)  -0.994
C (0.38495, 0.00276, -0.52359)  0.500
C (1.69106, 0.07894, -0.71651)  -0.710
H (-1.30762, -0.08398, -1.84222)  0.266
H (0.03597, -1.15634, -2.28939)  0.300
H (-1.03582, -1.53645, -0.91228)  0.250
H (-0.05593, 0.41292, 0.37974)  -0.057
H (2.34611, 0.58672, -0.01882)  0.256
H (2.13355, -0.28240, -1.63902)  0.215
S (-0.75828, 0.62617, 3.30303)  -0.300
H (-0.81951, 1.50901, 2.29876)  0.119
H (-2.09168, 0.58143, 3.41469)  0.154

Which of them is the most stable, and which is the least stable? b) and a), in that order.